# 1
The following is a quantum chemistry calculation of a structure of composition C35H40N9OPdS, from the Open Molecules 2025 dataset.

Calculated values
HOMO energy (alpha / beta) in eV: -9.8 / -9.8
Charge: +1
Lowest unoccupied orbital energy (alpha / beta) in eV: -3.86 / -3.87
Kohn-Sham gap (alpha / beta) in Ha: 0.2195 / 0.2194
DFT total energy in eV: -66714.713

Geometry (Å):
Pd: 0.488 0.540 -0.267
C: -3.667 2.159 -3.596
C: -2.329 2.325 -3.933
C: -1.351 1.543 -3.341
C: -1.708 0.577 -2.403
C: -3.051 0.404 -2.070
C: -4.026 1.191 -2.669
N: -0.700 -0.165 -1.748
C: -0.721 -1.504 -1.753
C: -1.524 -2.313 -2.612
C: -1.425 -3.671 -2.557
C: -0.552 -4.342 -1.657
C: 0.228 -3.614 -0.816
C: 0.145 -2.202 -0.854
N: 0.847 -1.376 -0.036
N: 1.612 -1.788 0.889
C: 2.221 -0.736 1.568
C: 3.116 -1.026 2.590
C: 3.737 0.017 3.249
C: 3.460 1.325 2.873
C: 2.557 1.540 1.850
N: 1.941 0.542 1.215
H: -4.426 2.774 -4.060
H: -2.043 3.063 -4.672
H: -0.306 1.667 -3.593
H: -3.320 -0.350 -1.340
H: -5.067 1.047 -2.410
H: -2.185 -1.839 -3.323
H: -2.028 -4.263 -3.234
H: -0.509 -5.422 -1.656
H: 0.912 -4.077 -0.119
H: 3.305 -2.061 2.834
H: 4.440 -0.187 4.046
H: 3.937 2.165 3.354
H: 2.314 2.538 1.506
C: -1.578 3.004 4.748
C: -0.341 2.951 3.874
N: -0.716 2.302 2.632
C: -1.435 1.128 2.613
N: -1.442 0.447 1.510
C: -2.287 -0.733 1.471
C: -2.315 -1.444 2.813
C: -2.817 -0.470 3.859
N: -2.139 0.819 3.740
C: -2.071 1.590 4.978
H: -2.345 3.598 4.245
H: -1.361 3.474 5.707
H: 0.465 2.417 4.393
H: 0.017 3.954 3.641
H: -0.083 2.368 1.849
H: -1.918 -1.404 0.692
H: -3.314 -0.460 1.186
H: -1.303 -1.775 3.063
H: -2.959 -2.324 2.787
H: -2.633 -0.853 4.865
H: -3.898 -0.324 3.760
H: -1.412 1.075 5.688
H: -3.070 1.600 5.420
C: -5.493 3.033 1.395
C: -4.127 2.508 0.973
C: -3.343 3.588 0.247
N: -2.076 3.072 -0.268
C: -0.913 3.671 -0.315
S: 0.555 2.865 -0.710
N: -0.764 4.995 -0.018
C: -1.632 6.122 -0.093
O: -1.452 7.014 0.694
C: -2.613 6.190 -1.201
C: -3.735 6.995 -1.015
C: -4.660 7.133 -2.034
C: -4.451 6.489 -3.249
C: -3.322 5.705 -3.441
C: -2.404 5.543 -2.414
H: -6.064 2.265 1.913
H: -6.076 3.357 0.531
H: -5.395 3.887 2.069
H: -4.245 1.646 0.309
H: -3.564 2.168 1.842
H: -3.130 4.413 0.930
H: -3.933 3.983 -0.584
H: -2.066 2.088 -0.519
H: 0.154 5.241 0.324
H: -3.863 7.508 -0.071
H: -5.535 7.751 -1.891
H: -5.165 6.610 -4.052
H: -3.154 5.227 -4.396
H: -1.520 4.936 -2.572

Löwdin population analysis, charges in e, atoms 1 to 2:
1 Pd 0.7963
2 C -0.0831



# 2
The following is a quantum chemistry calculation of a structure of composition C35H41AgN4O3S2Te at a distorted geometry, from the Open Molecules 2025 dataset.

Calculated values
HOMO energy (alpha / beta) in eV: -4.4 / -4.5
Charge: -1
Lowest unoccupied orbital energy (alpha / beta) in eV: 2.17 / 1.74
Multiplicity: 2
Kohn-Sham gap (alpha / beta) in Ha: 0.2431 / 0.2288
DFT total energy in eV: -82027.383

Geometry (Å):
Ag: 0.620 -0.338 1.057
C: -2.456 -4.840 0.542
O: -1.537 -3.837 0.940
C: -0.294 -3.845 0.413
S: 0.119 -4.813 -0.868
S: 0.793 -2.786 1.199
H: -3.358 -4.670 1.127
H: -2.056 -5.835 0.748
H: -2.673 -4.785 -0.525
C: 0.362 3.947 -0.216
C: 1.040 2.621 0.148
O: 2.266 2.508 0.002
N: 0.242 1.662 0.603
Te: -1.475 2.021 2.035
C: -3.351 2.633 3.209
C: -3.305 2.797 4.597
C: -2.079 2.470 5.423
C: -4.416 3.283 5.290
C: -5.582 3.640 4.637
C: -6.779 4.165 5.387
C: -5.615 3.514 3.252
C: -4.526 3.028 2.542
C: -4.617 2.954 1.039
C: -2.523 0.318 1.267
C: -2.973 -0.665 2.154
C: -2.622 -0.702 3.620
C: -3.780 -1.697 1.682
C: -4.136 -1.799 0.351
C: -5.049 -2.891 -0.137
C: -3.629 -0.853 -0.530
C: -2.842 0.207 -0.103
C: -2.400 1.213 -1.130
H: 1.003 4.491 -0.906
H: 0.227 4.544 0.689
H: -0.614 3.777 -0.668
H: -1.238 2.188 4.796
H: -2.289 1.651 6.114
H: -1.785 3.339 6.017
H: -4.358 3.388 6.370
H: -6.586 4.193 6.459
H: -7.651 3.534 5.209
H: -7.029 5.176 5.057
H: -6.513 3.815 2.719
H: -5.564 3.359 0.680
H: -4.527 1.922 0.696
H: -3.800 3.526 0.593
H: -2.022 0.152 3.916
H: -2.057 -1.613 3.830
H: -3.530 -0.715 4.226
H: -4.128 -2.444 2.389
H: -5.286 -3.591 0.664
H: -4.583 -3.443 -0.955
H: -5.989 -2.474 -0.507
H: -3.865 -0.932 -1.587
H: -2.806 0.965 -2.111
H: -1.315 1.241 -1.196
H: -2.734 2.216 -0.851
C: 8.201 -3.604 -7.039
C: 7.204 -2.687 -6.380
C: 6.647 -1.608 -7.057
C: 5.726 -0.776 -6.447
C: 5.319 -0.998 -5.130
N: 4.366 -0.127 -4.586
C: 3.858 -0.002 -3.287
O: 2.722 0.371 -3.113
N: 4.781 -0.269 -2.312
C: 4.598 -0.262 -0.919
C: 5.723 -0.356 -0.110
C: 5.562 -0.390 1.262
C: 4.279 -0.339 1.780
N: 3.199 -0.251 1.015
C: 3.347 -0.205 -0.305
C: 5.855 -2.095 -4.452
C: 6.786 -2.912 -5.074
H: 8.525 -3.206 -8.000
H: 7.763 -4.589 -7.212
H: 9.080 -3.741 -6.408
H: 6.937 -1.414 -8.083
H: 5.304 0.058 -6.996
H: 3.759 0.315 -5.256
H: 5.736 -0.356 -2.616
H: 6.713 -0.401 -0.554
H: 6.419 -0.459 1.918
H: 4.112 -0.374 2.851
H: 2.456 -0.109 -0.905
H: 5.512 -2.344 -3.458
H: 7.183 -3.760 -4.527

Löwdin population analysis, charges in e, atoms 1 to 2:
1 Ag 0.5628
2 C -0.1500



# 3
The following is a quantum chemistry calculation of a structure of composition C35H41BBrN10OS3Tb at a distorted geometry, from the Open Molecules 2025 dataset.

Calculated values
HOMO energy (alpha / beta) in eV: -6.4 / -6.5
Charge: 0
Lowest unoccupied orbital energy (alpha / beta) in eV: 0.17 / 0.23
Multiplicity: 7
Kohn-Sham gap (alpha / beta) in Ha: 0.2426 / 0.2460
DFT total energy in eV: -179572.325

Geometry (Å):
Tb: 0.269 -0.352 0.157
C: 3.246 2.075 1.018
C: 2.044 2.787 0.507
C: 1.930 4.150 0.225
C: 0.645 4.320 -0.245
C: -0.001 5.589 -0.679
N: 0.046 3.111 -0.241
N: 0.900 2.169 0.216
B: -1.416 2.797 -0.590
N: -2.096 2.142 0.628
N: -1.819 0.887 1.050
C: -2.592 0.655 2.113
C: -2.655 -0.648 2.834
C: -3.372 1.781 2.386
C: -3.030 2.706 1.418
C: -3.610 4.064 1.232
N: -1.485 1.857 -1.819
N: -0.904 0.636 -1.866
C: -1.116 0.145 -3.089
C: -0.622 -1.183 -3.543
C: -1.860 1.058 -3.840
C: -2.076 2.134 -3.001
C: -2.823 3.381 -3.316
H: 3.975 2.787 1.399
H: 3.706 1.506 0.210
H: 2.969 1.384 1.814
H: 2.678 4.906 0.347
H: 0.719 6.401 -0.609
H: -0.851 5.822 -0.041
H: -0.355 5.519 -1.706
H: -1.977 3.798 -0.857
H: -2.351 -1.466 2.180
H: -3.672 -0.828 3.184
H: -1.999 -0.637 3.705
H: -4.084 1.900 3.175
H: -4.381 4.227 1.982
H: -4.055 4.164 0.243
H: -2.845 4.829 1.345
H: 0.350 -1.396 -3.104
H: -0.542 -1.198 -4.628
H: -1.319 -1.967 -3.250
H: -2.181 0.954 -4.855
H: -3.224 3.314 -4.324
H: -2.164 4.244 -3.261
H: -3.643 3.533 -2.615
S: 0.762 0.199 2.934
C: 0.403 -1.450 3.136
C: 0.310 -2.025 4.422
C: 0.013 -3.356 4.546
C: -0.163 -4.118 3.388
C: -0.043 -3.489 2.168
N: 0.210 -2.188 2.011
H: 0.468 -1.394 5.283
H: -0.086 -3.809 5.520
H: -0.387 -5.170 3.444
H: -0.158 -4.057 1.255
C: -4.048 -0.252 -0.612
C: -3.392 -1.577 -0.672
N: -2.125 -1.839 -0.691
C: -1.884 -3.177 -0.884
C: -3.013 -3.950 -0.947
S: -4.419 -2.988 -0.806
C: -0.554 -3.685 -1.182
C: -0.362 -4.935 -1.711
S: 1.280 -5.169 -2.142
C: 1.618 -3.537 -1.575
N: 0.574 -2.912 -1.098
C: 2.970 -3.022 -1.760
H: -3.387 0.509 -1.009
H: -4.276 0.010 0.421
H: -4.979 -0.275 -1.175
H: -3.101 -5.009 -1.070
H: -1.075 -5.712 -1.878
H: 3.604 -3.764 -2.243
H: 3.399 -2.733 -0.804
H: 2.937 -2.065 -2.365
C: 2.250 1.095 -3.071
C: 2.452 -0.224 -2.321
O: 1.945 -0.269 -1.169
H: 3.224 1.498 -3.342
H: 1.695 1.828 -2.475
H: 1.712 0.886 -3.994
Br: 5.147 -2.312 4.814
C: 4.882 -1.773 3.017
C: 5.963 -1.584 2.174
C: 5.682 -1.198 0.873
C: 4.360 -1.025 0.489
N: 3.327 -1.226 1.302
C: 3.587 -1.594 2.544
H: 6.977 -1.723 2.518
H: 6.478 -1.047 0.159
H: 4.118 -0.704 -0.514
H: 2.748 -1.749 3.204

Löwdin population analysis, charges in e, atoms 1 to 2:
1 Tb 1.4957
2 C -0.0300



# 4
The following is a quantum chemistry calculation of a cluster of 2 separate species, C35H41BN2O2S in total at a distorted geometry, from the Open Molecules 2025 dataset.

Calculated values
HOMO energy in eV: -5.4
Charge: 0
Lowest unoccupied orbital energy in eV: -3.56
Kohn-Sham gap in Ha: 0.0678
DFT total energy in eV: -55544.066

Geometry (Å):
C: -2.289 -7.934 1.349
C: -1.933 -6.503 1.296
C: -1.423 -5.730 0.272
C: -0.911 -4.449 0.709
C: -0.974 -4.323 2.074
B: -0.210 -3.390 3.215
C: 1.392 -3.809 3.393
C: 1.855 -4.213 4.645
C: 3.210 -4.448 4.854
C: 4.136 -4.326 3.787
N: 5.476 -4.458 4.011
C: 6.451 -4.490 2.944
C: 6.051 -4.498 5.338
C: 3.625 -4.024 2.496
C: 2.261 -3.788 2.310
O: -0.507 -2.067 2.743
C: -1.702 -1.779 3.466
C: -1.867 -0.293 3.563
C: -2.956 -2.311 2.776
C: -1.466 -2.505 4.881
C: -0.522 -1.707 5.789
C: -2.717 -2.863 5.654
O: -0.825 -3.696 4.483
S: -1.830 -5.645 2.798
H: -2.325 -8.368 0.351
H: -1.525 -8.463 1.935
H: -3.253 -8.081 1.848
H: -1.364 -6.093 -0.748
H: -0.483 -3.702 0.053
H: 1.181 -4.373 5.485
H: 3.552 -4.715 5.850
H: 6.009 -4.835 2.005
H: 6.901 -3.497 2.783
H: 7.254 -5.185 3.226
H: 5.385 -4.062 6.088
H: 6.293 -5.530 5.640
H: 6.988 -3.923 5.337
H: 4.306 -3.935 1.656
H: 1.860 -3.593 1.318
H: -2.748 -0.043 4.164
H: -0.983 0.216 3.959
H: -2.051 0.035 2.544
H: -3.839 -1.807 3.199
H: -2.919 -2.090 1.701
H: -3.069 -3.395 2.907
H: -1.067 -0.884 6.271
H: -0.152 -2.378 6.574
H: 0.327 -1.291 5.227
H: -3.255 -1.941 5.911
H: -3.360 -3.543 5.087
H: -2.408 -3.361 6.579
C: 1.244 3.779 -3.350
N: 0.456 3.428 -2.186
C: -0.865 3.100 -2.158
C: -1.281 2.947 -0.800
C: -2.450 2.380 -0.300
C: -3.086 2.846 0.925
C: -2.669 2.275 2.142
C: -3.331 2.520 3.347
C: -4.393 3.438 3.373
C: -4.747 4.113 2.189
C: -4.133 3.804 0.973
C: -0.128 3.365 0.009
C: 0.083 3.591 1.359
C: 1.389 3.818 1.827
C: 2.472 3.829 0.930
C: 2.252 3.740 -0.458
C: 0.948 3.533 -0.882
H: 2.303 3.729 -3.083
H: 1.024 3.094 -4.174
H: 1.036 4.805 -3.687
H: -1.463 3.020 -3.059
H: -3.030 1.760 -0.983
H: -1.771 1.657 2.065
H: -2.993 2.028 4.263
H: -4.935 3.609 4.307
H: -5.510 4.896 2.230
H: -4.424 4.298 0.041
H: -0.774 3.608 2.025
H: 1.551 3.967 2.896
H: 3.490 3.928 1.309
H: 3.053 3.788 -1.194

Löwdin population analysis, charges in e, atoms 1 to 2:
1 C -0.1456
2 C -0.6091



> Number 3 is which compound?

C35H41BBrN10OS3Tb



> What is the DFT total energy in the second record?

-82027.383 eV



> Among the records above, which one has the highest DFT total energy?

C35H41BN2O2S



> The lowest charge belongs to which entry?

C35H41AgN4O3S2Te